{"formula": "C24H26N4OS", "method": "ωB97M-V with the def2-TZVPD basis set", "symbols": ["C", "C", "C", "C", "N", "C", "S", "C", "C", "O", "N", "C", "C", "N", "C", "C", "C", "C", "C", "C", "C", "C", "C", "C", "C", "C", "C", "C", "C", "N", "H", "H", "H", "H", "H", "H", "H", "H", "H", "H", "H", "H", "H", "H", "H", "H", "H", "H", "H", "H", "H", "H", "H", "H", "H", "H"], "positions_angstrom": [[5.840, 3.444, -0.480], [5.614, 1.972, -0.574], [6.594, 1.101, -1.060], [6.266, -0.241, -1.107], [5.088, -0.699, -0.712], [4.234, 0.206, -0.259], [2.671, -0.342, 0.288], [2.871, -2.146, 0.041], [1.712, -2.904, 0.670], [1.895, -3.590, 1.658], [0.512, -2.824, 0.059], [0.134, -1.948, -1.024], [-0.763, -0.829, -0.486], [-1.937, -1.420, 0.128], [-2.994, -0.463, 0.467], [-3.661, 0.067, -0.784], [-3.625, -0.661, -1.967], [-4.268, -0.196, -3.100], [-4.967, 0.998, -3.064], [-5.029, 1.717, -1.882], [-4.384, 1.253, -0.750], [-2.502, 0.627, 1.398], [-2.663, 0.487, 2.772], [-2.145, 1.427, 3.645], [-1.453, 2.520, 3.157], [-1.290, 2.672, 1.790], [-1.810, 1.734, 0.918], [-1.544, -2.271, 1.235], [-0.650, -3.395, 0.708], [4.438, 1.514, -0.178], [6.702, 3.650, 0.152], [4.959, 3.921, -0.061], [6.040, 3.855, -1.468], [7.557, 1.462, -1.382], [6.957, -0.991, -1.472], [3.787, -2.439, 0.552], [2.971, -2.339, -1.026], [1.005, -1.516, -1.512], [-0.427, -2.540, -1.755], [-1.080, -0.190, -1.312], [-0.174, -0.228, 0.227], [-3.756, -1.049, 1.003], [-3.092, -1.599, -1.987], [-4.226, -0.770, -4.014], [-5.468, 1.363, -3.948], [-5.584, 2.643, -1.841], [-4.444, 1.817, 0.170], [-3.205, -0.364, 3.162], [-2.282, 1.302, 4.710], [-1.044, 3.252, 3.837], [-0.752, 3.524, 1.401], [-1.689, 1.870, -0.147], [-2.440, -2.707, 1.683], [-0.993, -1.715, 2.013], [-0.306, -4.029, 1.526], [-1.201, -3.995, -0.022]], "forces_ev_per_a": [[0.019, 0.038, -0.006], [0.274, -0.222, -0.134], [-0.194, -0.087, 0.063], [0.248, 0.337, -0.057], [-0.171, -0.230, 0.030], [0.284, -0.357, -0.176], [-0.300, -0.232, 0.196], [0.165, 0.407, 0.115], [0.441, 0.051, -0.133], [0.144, -0.048, 0.277], [-0.411, -0.120, -0.060], [-0.081, 0.422, -0.163], [0.183, -0.175, -0.245], [-0.133, -0.031, 0.055], [0.001, -0.118, 0.077], [-0.072, -0.005, -0.047], [-0.007, 0.000, 0.014], [-0.042, -0.003, -0.087], [-0.045, 0.031, -0.084], [-0.081, 0.065, -0.011], [-0.014, -0.030, 0.000], [-0.072, -0.046, 0.115], [-0.029, 0.001, -0.112], [0.036, 0.040, 0.137], [0.002, 0.028, 0.097], [0.066, 0.054, -0.071], [-0.014, 0.004, 0.053], [0.098, -0.299, -0.084], [-0.150, -0.107, 0.457], [-0.369, 0.245, 0.189], [0.061, 0.072, 0.023], [-0.003, 0.041, 0.008], [0.035, 0.079, -0.042], [0.112, 0.033, -0.040], [0.136, 0.041, -0.048], [-0.203, -0.096, -0.105], [0.003, -0.069, 0.028], [0.005, -0.061, 0.000], [0.059, 0.081, -0.022], [0.067, 0.057, 0.008], [-0.103, -0.014, -0.105], [0.148, 0.085, 0.003], [0.073, -0.078, 0.001], [0.007, -0.045, -0.069], [-0.035, 0.032, -0.071], [-0.046, 0.073, 0.002], [0.013, 0.063, 0.046], [-0.056, -0.094, 0.012], [-0.008, -0.001, 0.083], [0.028, 0.060, 0.053], [0.047, 0.074, -0.028], [0.011, 0.017, -0.098], [0.006, 0.029, 0.041], [-0.055, -0.052, 0.001], [-0.069, 0.046, -0.132], [-0.009, 0.013, 0.045]], "energy_ha": -1622.6288, "orbital_gap_ev": 9.29, "max_force_ev_per_a": 0.493, "homo_ev": -8.56, "multiplicity": 1, "mol_weight_g_mol": 418.6, "de_lowest_kcal_mol": 13.6, "smiles": "Cc1ccnc(SCC(=O)N2CCN(C(c3ccccc3)c3ccccc3)CC2)n1"}